139
Properties=species:S:1:pos:R:3 method="wB97M-V/def2-TZVPD" gap_ev=6.39 spin_multiplicity=1 energy_ha=-4157.4872
Sr 0.9185 0.5771 0.4466
C 7.3684 -1.2623 2.0713
C 5.9782 -1.6304 1.5430
C 5.3683 -2.6201 2.5312
C 6.0852 -2.2702 0.1588
N 5.1863 -0.3689 1.3975
C 5.7373 0.7166 0.7231
C 4.7931 1.6459 0.6001
N 3.6253 1.1638 1.1968
B 2.7806 2.3710 1.7381
N 1.7487 1.9699 2.8188
C 2.3366 1.5885 4.0252
C 1.3808 1.4912 4.9513
N 0.1747 1.8191 4.3473
C 0.4106 2.1394 3.0430
S -0.7439 2.6428 1.8967
C -1.1618 1.7180 5.0128
C -2.0392 0.6999 4.2801
C -0.9540 1.2191 6.4416
C -1.8135 3.0986 5.0735
N 2.1632 3.1768 0.5597
C 1.8092 4.4621 0.9788
C 1.5701 5.2137 -0.0967
N 1.7762 4.4210 -1.2164
C 2.1445 3.1702 -0.8165
S 2.4567 1.8389 -1.8314
C 1.5786 4.8891 -2.6244
C 1.1618 6.3592 -2.5969
C 2.8960 4.7824 -3.3923
C 0.4557 4.0960 -3.2923
C 3.8694 -0.1142 1.6465
S 2.6733 -1.1357 2.3054
H 7.9548 -2.1767 2.1603
H 7.2970 -0.8042 3.0588
H 7.9190 -0.5934 1.4135
H 4.4459 -3.0596 2.1660
H 6.1006 -3.4162 2.6762
H 5.1699 -2.1551 3.4964
H 6.5975 -3.2305 0.2292
H 6.6436 -1.6320 -0.5283
H 5.0927 -2.4388 -0.2560
H 6.7485 0.7152 0.3667
H 4.8292 2.6111 0.1299
H 3.5592 3.1060 2.2966
H 3.3908 1.3999 4.1103
H 1.4584 1.2141 5.9841
H -1.5297 -0.2648 4.2241
H -2.3021 1.0187 3.2754
H -2.9585 0.5616 4.8520
H -0.4923 0.2310 6.4638
H -1.9322 1.1395 6.9139
H -0.3574 1.9136 7.0354
H -1.9650 3.5119 4.0805
H -1.1938 3.7840 5.6551
H -2.7840 3.0136 5.5651
H 1.7354 4.7181 2.0194
H 1.2739 6.2421 -0.1574
H 1.9348 6.9968 -2.1645
H 0.2242 6.5069 -2.0594
H 1.0047 6.6794 -3.6260
H 3.6807 5.3333 -2.8695
H 2.7673 5.2273 -4.3801
H 3.2104 3.7502 -3.5150
H -0.4837 4.2688 -2.7657
H 0.6605 3.0298 -3.3152
H 0.3407 4.4469 -4.3194
C -4.3097 3.5952 0.8146
C -3.8418 3.1716 -0.5848
C -4.9454 3.4705 -1.5996
C -2.6411 4.0577 -0.9497
P -3.2302 1.3798 -0.4674
C -2.1766 1.2995 -2.0093
N -1.6202 -0.0036 -2.2937
B -0.6709 -0.7742 -1.4637
N -0.5819 -2.0243 -2.2295
C 0.2247 -3.1994 -1.9579
P -0.0241 -3.9162 -0.2540
C -1.4280 -5.1372 -0.5730
C -2.6289 -4.2225 -0.8630
C -1.7167 -5.8827 0.7344
C -1.3297 -6.1493 -1.7205
C 1.5759 -4.8946 0.0572
C 1.6549 -5.0674 1.5821
C 1.7005 -6.2752 -0.5896
C 2.7915 -4.0743 -0.3750
C -1.3385 -1.9595 -3.3932
C -1.5011 -2.8616 -4.4339
C -2.2956 -2.5019 -5.5226
C -2.8993 -1.2551 -5.5778
C -2.7362 -0.3414 -4.5370
C -1.9727 -0.7034 -3.4385
C -4.6646 0.2022 -0.7877
C -5.7107 0.4476 0.3082
C -4.0967 -1.2127 -0.5738
C -5.3548 0.2181 -2.1531
H -4.6103 4.6485 0.7976
H -3.5051 3.4797 1.5430
H -5.1627 3.0129 1.1612
H -5.0993 4.5538 -1.6564
H -5.8958 3.0231 -1.3142
H -4.6872 3.1177 -2.6000
H -2.9133 5.1043 -0.7775
H -2.3794 3.9582 -2.0038
H -1.7545 3.8437 -0.3486
H -1.3584 2.0061 -1.8283
H -2.7040 1.6868 -2.8866
H 1.2813 -2.9855 -2.1111
H -0.0223 -3.9610 -2.6963
H -2.7316 -3.4495 -0.1010
H -3.5453 -4.8216 -0.8710
H -2.5448 -3.7315 -1.8345
H -1.8572 -5.1826 1.5614
H -0.9172 -6.5739 1.0049
H -2.6360 -6.4673 0.6274
H -0.9478 -5.7121 -2.6438
H -2.3352 -6.5210 -1.9413
H -0.7140 -7.0109 -1.4770
H 0.8060 -5.6373 1.9654
H 1.6638 -4.1019 2.0882
H 2.5698 -5.6079 1.8493
H 0.9316 -6.9630 -0.2438
H 2.6699 -6.7078 -0.3177
H 1.6536 -6.2211 -1.6787
H 2.7289 -3.0334 -0.0503
H 2.9357 -4.0938 -1.4558
H 3.6843 -4.5137 0.0823
H -1.0158 -3.8293 -4.4278
H -2.4274 -3.2018 -6.3381
H -3.4979 -0.9830 -6.4379
H -3.1975 0.6362 -4.6027
H -5.2642 0.4118 1.3055
H -6.4732 -0.3355 0.2533
H -6.2163 1.4057 0.1891
H -3.3792 -1.2541 0.2487
H -3.5967 -1.5796 -1.4693
H -4.9225 -1.8960 -0.3483
H -5.9776 1.0957 -2.3037
H -6.0044 -0.6608 -2.2264
H -4.6392 0.1499 -2.9695

***

88
Properties=species:S:1:pos:R:3 method="wB97M-V/def2-TZVPD" charge=+1 gap_ev=5.61 spin_multiplicity=1 energy_ha=-2666.7049
C -0.3810 -6.0394 0.1497
N -0.6110 -5.1805 1.2843
C -1.8842 -5.3500 1.9636
C -2.8943 -4.4027 1.3942
F -4.1359 -4.5524 1.9394
F -2.5087 -3.0939 1.5781
F -2.9985 -4.5863 0.0358
C 0.3623 -4.3940 1.8186
C 0.0611 -3.6032 2.9565
C 0.9771 -2.6851 3.4233
C 2.2184 -2.5356 2.8141
C 3.0755 -1.3475 3.2943
C 3.3002 -0.3480 2.1633
C 4.1524 0.7425 2.3757
C 4.5494 1.5381 1.3183
C 3.8294 1.4757 0.1011
N 4.1297 2.2609 -0.9654
C 3.1254 2.5567 -1.9445
C 5.4742 2.7296 -1.2418
C 6.2643 1.6237 -1.8718
F 7.5434 1.9588 -2.1872
F 6.3129 0.5415 -1.0234
F 5.6368 1.1946 -3.0187
C 2.7437 0.5674 -0.0056
C 2.5225 -0.3650 0.9940
C 4.2177 -1.7155 4.1429
C 5.3870 -2.3748 3.5048
N 6.5917 -2.3516 4.0457
C 7.3300 -1.1179 4.5429
C 7.1953 -0.9885 6.0551
C 6.9288 0.1978 3.8949
N 8.7338 -1.4110 4.1361
C 8.8340 -2.6425 3.7654
S 10.2889 -3.2382 3.0490
C 10.8405 -1.4972 2.6125
C 12.1156 -1.5244 1.8564
N 13.1146 -1.5723 1.2570
C 7.5491 -3.4718 4.0127
C 7.2401 -4.4958 2.9383
C 7.7012 -4.1558 5.3705
C 3.6707 -2.6137 5.2820
C 3.0872 -1.9588 6.3640
C 2.2346 -2.6541 7.2245
C 1.9822 -4.0113 7.0166
C 2.6408 -4.6806 5.9812
C 3.5441 -3.9987 5.1526
C 2.5696 -3.3699 1.7453
C 1.6396 -4.2629 1.2148
H 0.6256 -6.4787 0.1750
H -1.1166 -6.8500 0.1752
H -0.4957 -5.4853 -0.7958
H -2.2396 -6.3687 1.7779
H -1.7993 -5.1607 3.0373
H -0.9014 -3.6604 3.4600
H 0.6999 -2.0724 4.2826
H 2.4047 -0.7896 3.9739
H 4.5083 0.9775 3.3810
H 5.3779 2.2421 1.4519
H 2.1705 2.7874 -1.4539
H 3.4552 3.4273 -2.5123
H 2.9574 1.7164 -2.6329
H 5.3787 3.5342 -1.9755
H 5.9777 3.0455 -0.3232
H 2.1145 0.5639 -0.8955
H 1.7276 -1.0986 0.8440
H 4.5724 -0.7829 4.6055
H 5.2444 -2.9503 2.5873
H 7.4981 0.0245 6.3481
H 6.1500 -1.1364 6.3629
H 7.8510 -1.6949 6.5714
H 7.8102 0.8543 3.9054
H 6.6128 0.0570 2.8567
H 6.1436 0.6870 4.4808
H 10.0549 -1.0406 1.9934
H 10.9598 -0.9359 3.5482
H 8.0858 -5.1904 2.8764
H 6.3466 -5.0733 3.2059
H 7.1033 -4.0179 1.9620
H 8.4868 -4.9195 5.3022
H 8.0154 -3.4438 6.1411
H 6.7649 -4.6417 5.6721
H 3.2826 -0.8935 6.5125
H 1.7789 -2.1222 8.0634
H 1.3135 -4.5640 7.6934
H 2.4523 -5.7444 5.8136
H 4.1022 -4.5225 4.3729
H 3.5534 -3.2910 1.2801
H 1.8936 -4.8524 0.3257

***

22
Properties=species:S:1:pos:R:3 method="wB97M-V/def2-TZVPD" charge=+1 gap_ev=6.94 spin_multiplicity=1 energy_ha=-818.7872
C 1.7170 -1.8155 -0.1522
C 0.3952 -1.9247 0.0154
C 1.4450 0.6092 -0.1608
C 2.2928 -0.5600 -0.1522
C -0.4882 -0.8884 0.1260
C 0.0880 0.4343 0.0277
C 3.7765 -0.3915 -0.0869
C -4.1333 1.3530 -0.6815
N -1.8937 -0.9110 0.1148
N -3.7711 0.8116 0.3800
S -2.8022 -2.1693 0.3898
H 2.2959 -2.7956 -0.3883
H 0.0020 -2.9396 0.0697
H 1.8598 1.6378 0.0983
H 4.0947 0.4349 0.5007
H 4.3135 -1.2514 0.1608
H 4.0829 -0.1611 -1.0873
H -3.5512 1.2998 -1.5491
H -5.0757 1.7685 -0.6860
H -2.8461 0.2045 0.3135
H -4.4382 0.9195 1.2515
H -0.6187 1.1672 -0.1798

***

82
Properties=species:S:1:pos:R:3 method="wB97M-V/def2-TZVPD" charge=+2 gap_ev=6.62 spin_multiplicity=1 energy_ha=-2244.7614
Y 0.0219 -0.3631 -0.0488
C -4.5834 0.2118 1.1252
C -3.3158 -0.3544 0.9256
N -2.4028 0.1261 0.0921
C -2.8157 1.1780 -0.7143
C -4.0645 1.8234 -0.5806
C -4.9219 1.3439 0.4548
C -4.4185 2.8432 -1.4979
C -3.4682 3.2139 -2.4396
C -2.2725 2.5476 -2.6133
C -1.9272 1.4856 -1.7902
N -0.8224 0.6743 -1.8478
C 0.0196 0.7274 -2.9287
C -0.3927 0.6719 -4.2446
C 0.5233 0.6589 -5.2825
C 1.8762 0.7491 -5.0428
C 2.3417 0.8452 -3.7002
C 3.6957 0.9475 -3.3576
C 4.0623 0.9960 -2.0290
C 3.0655 0.8274 -1.0681
N 1.8086 0.6603 -1.3396
C 1.4114 0.7242 -2.6182
H -5.2717 -0.1655 1.8806
H -3.0194 -1.2516 1.4679
H -5.8717 1.8483 0.6302
H -5.3284 3.3798 -1.5074
H -3.6120 4.0868 -3.0230
H -1.6185 2.8397 -3.4252
H -1.4473 0.6258 -4.4706
H 0.1889 0.6047 -6.3474
H 2.5535 0.6848 -5.8826
H 4.4291 1.0958 -4.1715
H 5.1114 1.1157 -1.7766
H 3.2804 0.7802 0.0023
C 1.6402 -2.6816 -1.7408
C 0.2184 -3.1854 -2.0403
N -0.7746 -2.2084 -1.5652
C -1.9407 -2.8972 -1.0320
C -1.7284 -3.3889 0.3953
N -0.8118 -2.4822 1.1599
C 0.4159 -3.1871 1.6805
C 1.5335 -3.3563 0.6169
N 1.6876 -2.2024 -0.3256
H 2.3971 -3.4701 -1.9517
H 1.8130 -1.8283 -2.3735
H 0.1589 -3.4110 -3.1323
H 0.0263 -4.1145 -1.5196
H -1.0497 -1.5836 -2.3116
H -2.7465 -2.2072 -1.1656
H -2.2187 -3.7196 -1.7085
H -2.6630 -3.5066 0.9310
H -1.2138 -4.3641 0.3459
H -1.2789 -2.2296 2.0381
H 0.7381 -2.5390 2.5159
H 0.2037 -4.2012 2.0746
H 2.5245 -3.4488 1.0784
H 1.3790 -4.2454 0.0418
H 2.6249 -1.8402 -0.1849
C -2.4232 2.0023 3.6475
N -1.4396 1.9028 2.5778
C -0.6100 2.8756 2.1961
N -0.5940 4.0188 2.9251
S 0.4964 2.5705 0.9284
H -2.9361 1.0530 3.7255
H -3.1827 2.7605 3.3290
H -1.9474 2.3112 4.5564
H -1.5837 1.1557 1.8913
H -1.3014 4.2342 3.5988
H 0.0616 4.7327 2.6382
C 3.9773 -1.2202 2.8990
Sb 2.4132 0.1749 2.6034
C 1.7987 0.4594 4.5865
C 3.7887 1.7843 2.4094
H 4.6281 -0.7600 3.6100
H 4.5154 -1.4012 2.0016
H 3.5871 -2.1701 3.3469
H 2.4331 0.0305 5.3426
H 0.8557 -0.0504 4.6892
H 1.5512 1.5305 4.7121
H 4.2914 1.9674 3.3620
H 3.2857 2.6977 2.0435
H 4.5846 1.4560 1.7224

***

6
Properties=species:S:1:pos:R:3 method="wB97M-V/def2-TZVPD" gap_ev=8.45 smiles=FC#CF.II spin_multiplicity=1 energy_ha=-871.1633
F 0.3398 -0.1676 -2.1873
C -0.7826 -0.0615 -1.4948
C -1.2719 0.1517 -0.3665
F -2.4588 0.3725 0.1667
I 2.3351 0.2779 0.8425
I 1.8384 -0.5731 3.0394

***

17
Properties=species:S:1:pos:R:3 method="wB97M-V/def2-TZVPD" gap_ev=10.48 smiles="O=CCNC=O.O.O" spin_multiplicity=1 energy_ha=-475.4105
O -0.2540 0.0904 -2.8904
C -0.8132 -0.4351 -1.9689
C -0.8408 0.2131 -0.5919
N -1.5489 -0.5984 0.3866
C -0.7859 -1.6315 0.8684
O 0.3255 -1.8343 0.4447
H -1.5081 -1.2864 -2.1232
H 0.0910 0.6593 -0.3563
H -1.5103 1.0980 -0.6769
H -2.3849 -0.2319 0.8264
H -1.3424 -2.0962 1.7328
O 0.9487 2.3209 0.8779
H 1.2071 3.2444 0.9126
H 1.7278 1.7599 0.9365
O 2.5701 -0.1560 0.6281
H 2.1552 -0.9000 1.1158
H 1.9630 -0.2163 -0.1224